(1)
Below is a cluster of 2 separate species, C4H5NO3 in total in a non-equilibrium geometry, with properties calculated with wB97M-V/def2-TZVPD.

Summary:
M in Da: 115.1
Gap between HOMO and LUMO in eV: 7.0
HOMO in eV: -8.08
LUMO in eV: -1.11
Largest force on an atom in Eh/bohr: 0.136

Each line ends with the Mulliken charge.
Cartesian coordinates (Å):
C1 -1.124 -0.165 -0.083  0.790
C2 -0.805 -1.524 0.156  -0.757
C3 0.567 -1.543 0.014  -0.262
C4 -0.002 0.635 -0.188  -0.299
H1 -2.233 1.287 -0.193  0.372
H2 -1.269 -2.477 0.102  0.370
H3 1.021 -2.556 -0.063  0.355
H4 2.203 1.190 0.857  0.387
H5 0.645 2.479 -0.503  0.404
N1 1.096 -0.279 -0.071  0.295
O1 -2.510 0.209 0.001  -0.583
O2 2.501 0.040 -0.057  -0.510
O3 0.028 1.953 0.168  -0.563

Atoms 1-3, force components in eV/Å:
C -2.93 -1.16 1.03
C 2.41 1.51 -1.51
C 0.62 -1.24 0.85


(2)
Below is a cluster of 2 separate species, C4H5NO3 in total in a non-equilibrium geometry, with properties calculated with wB97M-V/def2-TZVPD.

Summary:
M in Da: 115.1
Gap between HOMO and LUMO in eV: 9.3
HOMO in eV: -9.68
SMILES: O=[N+]([O-])/C=C/O.C#C
LUMO in eV: -0.35
Largest force on an atom in Eh/bohr: 0.059

Each line ends with the Mulliken charge.
Cartesian coordinates (Å):
C1 -1.910 -1.340 -0.063  -0.399
C2 -0.840 -1.406 -0.603  -0.478
C3 0.148 1.488 -0.164  0.019
C4 0.508 0.373 0.447  -0.460
N1 1.644 -0.383 -0.152  0.764
O1 -0.766 2.381 0.243  -0.455
O2 2.275 -0.116 -1.204  -0.560
O3 1.926 -1.349 0.546  -0.504
H1 -2.899 -1.460 0.300  0.419
H2 -0.999 2.030 1.187  0.362
H3 0.129 -1.688 -0.850  0.528
H4 0.601 1.596 -1.126  0.392
H5 0.182 -0.126 1.438  0.373

Atoms 1-3, force components in eV/Å:
C -0.10 -0.50 -0.60
C -1.69 -0.81 0.59
C 0.01 -0.16 -0.21


(3)
Below is a cluster of 2 separate species, C4H5NO3 in total in a non-equilibrium geometry, with properties calculated with wB97M-V/def2-TZVPD.

Summary:
M in Da: 115.1
Gap between HOMO and LUMO in eV: 7.6
HOMO in eV: -7.70
LUMO in eV: -0.09
Largest force on an atom in Eh/bohr: 0.150

Each line ends with the Mulliken charge.
Cartesian coordinates (Å):
C1 -0.075 0.131 -0.735  0.749
C2 1.216 0.178 0.096  -0.413
C3 0.698 -0.063 1.325  0.186
C4 -0.846 -0.687 -0.072  -0.050
H1 0.898 0.932 -2.484  0.152
H2 -0.815 0.687 -2.885  0.223
H3 2.036 0.636 -0.467  0.315
H4 0.781 -0.243 3.207  0.318
H5 -2.621 -0.605 0.734  0.366
N1 0.036 0.677 -2.108  -0.493
O1 1.299 0.125 2.567  -0.460
O2 -0.451 -0.809 1.338  -0.330
O3 -2.155 -0.958 -0.516  -0.562

Atoms 1-3, force components in eV/Å:
C 5.34 0.42 -3.25
C -2.94 1.66 -1.18
C 2.86 -0.88 1.54


(4)
Below is an isolated molecule of C4H5NO3 in a non-equilibrium geometry, with properties calculated with wB97M-V/def2-TZVPD.

Summary:
M in Da: 115.1
Gap between HOMO and LUMO in eV: 8.7
HOMO in eV: -9.21
SMILES: C=CN(O)C(=O)C=O
LUMO in eV: -0.54
Largest force on an atom in Eh/bohr: 0.075

Each line ends with the Mulliken charge.
Cartesian coordinates (Å):
C1 0.010 0.763 0.771  0.006
C2 0.302 1.973 1.079  -0.747
C3 -0.176 -1.119 -0.855  0.563
C4 0.460 -2.162 0.038  -0.004
H1 -1.392 0.760 -1.880  0.335
H2 0.097 -0.015 1.547  0.202
H3 0.607 2.119 2.137  0.229
H4 0.164 2.863 0.438  0.294
H5 0.347 -3.200 -0.403  0.323
N1 -0.395 0.190 -0.436  0.201
O1 -0.660 1.132 -1.422  -0.403
O2 -0.508 -1.416 -1.985  -0.582
O3 1.144 -1.889 0.972  -0.417

Atoms 1-3, force components in eV/Å:
C -0.21 -3.84 0.53
C 0.25 3.45 1.06
C -1.07 1.70 -0.85